The following is a DFT calculation (wB97M-V/def2-TZVPD) of one molecule with the formula C9H15BClN4O6P at a distorted geometry.

Bonds (Å) are listed after each position.
Element x y z (Å)
1 C -0.98 -0.69 2.85  C2 1.340, H23 1.082, H24 1.083
2 C -1.21 -0.38 1.57  C1 1.340, N3 1.453, H25 1.088
3 N -0.15 0.06 0.67  C2 1.453, C4 1.488, C8 1.424
4 C -0.06 1.55 0.69  N3 1.488, C5 1.540, H26 1.091, H27 1.083
5 C 0.93 2.03 1.76  C4 1.540, C6 1.523, H28 1.090, H29 1.088
6 C 1.61 3.29 1.24  C5 1.523, O7 1.427, H30 1.097, H31 1.087
7 O 2.64 2.98 0.29  C6 1.427, H32 0.963
8 C -0.45 -0.43 -0.63  N3 1.424, N9 1.418, N16 1.272
9 N -1.45 0.20 -1.41  C8 1.418, N10 1.439, P13 1.774
10 N -2.57 -0.66 -1.70  N9 1.439, C11 1.232
11 C -3.62 -0.33 -1.16  N10 1.232, O12 1.157
12 O -4.60 -0.09 -0.59  C11 1.157
13 P -1.00 1.10 -2.86  N9 1.774, O14 1.611, Cl15 2.092
14 O 0.59 1.28 -2.68  P13 1.611, H33 0.968
15 Cl -1.62 3.02 -2.30  P13 2.092
16 N 0.21 -1.45 -1.01  C8 1.272, B17 1.526, C20 1.559
17 B 1.30 -2.10 -0.17  N16 1.526, C18 1.549, O19 1.369
18 C 1.11 -3.61 0.14  B17 1.549, H34 1.089, H35 1.089, H36 1.094
19 O 2.35 -1.34 0.26  B17 1.369, H37 0.967
20 C -0.03 -2.12 -2.40  N16 1.559, O21 1.214, O22 1.208
21 O 0.77 -1.74 -3.24  C20 1.214
22 O -0.93 -2.92 -2.36  C20 1.208
23 H -1.54 -1.50 3.29  C1 1.082
24 H -0.28 -0.11 3.45  C1 1.083
25 H -2.22 -0.38 1.17  C2 1.088
26 H -1.03 1.98 0.92  C4 1.091
27 H 0.27 1.93 -0.27  C4 1.083
28 H 1.69 1.27 1.92  C5 1.090
29 H 0.40 2.29 2.67  C5 1.088
30 H 0.86 3.90 0.72  C6 1.097
31 H 2.04 3.91 2.02  C6 1.087
32 H 2.49 2.10 -0.06  O7 0.963
33 H 0.82 2.02 -2.09  O14 0.968
34 H 0.10 -3.94 -0.13  C18 1.089
35 H 1.29 -3.83 1.19  C18 1.089
36 H 1.79 -4.21 -0.47  C18 1.094
37 H 3.11 -1.48 -0.32  O19 0.967

* HOMO energy: -0.352 hartree
* LUMO: -0.03010 Eh
* gap between HOMO and LUMO: 8.75 eV
* charge: 0